(1)
{
  "formula": "C3H6O2",
  "method": "ωB97M-V/def2-TZVPD",
  "symbols": ["C", "C", "C", "H", "H", "H", "H", "H", "H", "O", "O"],
  "xyz": [[-1.12171, 0.22663, -0.42653], [0.19136, -0.15879, -1.18374], [0.53164, -0.31959, 0.96913], [-1.60322, 1.17790, -0.80734], [-1.89428, -0.57608, -0.57619], [0.42437, 0.46685, -2.04789], [0.16481, -1.23502, -1.49886], [1.14687, 0.01127, 1.83891], [0.32733, -1.42515, 1.01136], [1.18759, 0.00931, -0.18969], [-0.70929, 0.37703, 0.93055]],
  "homo_lumo_gap_ev": 11.2536,
  "e_homo_ev": -10.2,
  "smiles": "C1COCO1",
  "lumo_ev": 1.0446,
  "e_above_lowest_kcal_mol": 35.1,
  "fmax_ev_per_a": 1.5,
  "spin_multiplicity": 1
}



(2)
{
  "formula": "C6H13InO3",
  "method": "ωB97M-V/def2-TZVPD",
  "symbols": ["C", "O", "C", "C", "O", "C", "C", "O", "C", "H", "H", "H", "H", "H", "H", "H", "H", "H", "H", "H", "H", "H", "In"],
  "xyz": [[-1.55680, 2.32236, 2.06636], [-1.44864, 1.07780, 1.40502], [-1.99206, 1.01910, 0.04769], [-1.74143, -0.37864, -0.45494], [-0.56561, -0.37770, -1.29066], [0.26345, -1.49962, -1.18355], [1.32823, -1.36852, -0.11288], [0.77736, -1.47756, 1.20506], [1.74365, -1.28527, 2.23101], [-1.20152, 2.18790, 3.09300], [-0.93748, 3.07447, 1.55659], [-2.60400, 2.66054, 2.07739], [-1.48565, 1.80084, -0.54204], [-3.06707, 1.24820, 0.11162], [-2.59405, -0.72051, -1.05983], [0.79620, -1.61956, -2.13981], [-0.32744, -2.41897, -1.02082], [1.83893, -0.39639, -0.20448], [2.06924, -2.17339, -0.23808], [1.27418, -1.55187, 3.18401], [2.61104, -1.93402, 2.04843], [2.05207, -0.23082, 2.26062], [-1.18227, -0.90461, 1.51146]],
  "homo_lumo_gap_ev": [7.0694, 7.0701],
  "e_homo_ev": [-18.3, -18.3],
  "total_charge": 2,
  "lumo_ev": [-11.2642, -11.2642],
  "e_above_lowest_kcal_mol": 11.6,
  "fmax_ev_per_a": 3.5,
  "spin_multiplicity": 1
}



(3)
{
  "formula": "C4H6N2O",
  "method": "ωB97M-V/def2-TZVPD",
  "symbols": ["N", "C", "O", "C", "C", "C", "N", "H", "H", "H", "H", "H", "H"],
  "xyz": [[1.59115, -1.67538, 0.43307], [0.44453, -1.34737, 0.83328], [0.16895, -0.13205, 1.38024], [0.30497, 0.99651, 0.53366], [-0.90369, 1.09176, -0.41442], [-0.75189, 0.29550, -1.63742], [-0.62096, -0.31653, -2.61020], [1.53091, -2.62625, 0.07260], [-0.44268, -1.98594, 0.80677], [1.24941, 0.96421, -0.01912], [0.30602, 1.86265, 1.19840], [-1.78920, 0.74205, 0.12816], [-1.08753, 2.13083, -0.70502]],
  "homo_lumo_gap_ev": 11.2706,
  "e_homo_ev": -10.6,
  "smiles": "[H]/N=C/OCCC#N",
  "lumo_ev": 0.7113,
  "e_above_lowest_kcal_mol": 39.9,
  "fmax_ev_per_a": 1.1,
  "spin_multiplicity": 1
}



(4)
{
  "formula": "C4H12N2S",
  "method": "ωB97M-V/def2-TZVPD",
  "symbols": ["C", "N", "C", "C", "S", "C", "N", "H", "H", "H", "H", "H", "H", "H", "H", "H", "H", "H", "H"],
  "xyz": [[-1.33433, -1.96652, 0.41480], [-1.09530, -0.60755, 0.10226], [0.28035, -0.13226, 0.10817], [0.30221, 1.21980, -0.59486], [-0.65364, 2.49189, 0.24270], [1.21071, -1.09210, -0.66272], [1.74285, -2.25259, -0.01933], [-0.92507, -2.31208, 1.38134], [-0.81800, -2.59535, -0.29437], [-2.39349, -2.19047, 0.41725], [-1.62028, -0.04072, 0.75835], [0.72921, -0.00410, 1.10159], [-0.15591, 1.11901, -1.58180], [1.31323, 1.58097, -0.77400], [-0.07707, 2.39363, 1.45018], [0.57402, -1.39242, -1.51709], [2.02657, -0.59057, -1.16729], [1.19763, -2.93667, 0.46784], [2.67808, -2.22345, 0.33965]],
  "homo_lumo_gap_ev": 9.7005,
  "e_homo_ev": -8.8,
  "smiles": "CN[C@@H](CN)CS",
  "lumo_ev": 0.9463,
  "e_above_lowest_kcal_mol": 13.5,
  "fmax_ev_per_a": 1.7,
  "spin_multiplicity": 1
}



(5)
{
  "formula": "C11H32BrN11O8",
  "method": "ωB97M-V/def2-TZVPD",
  "symbols": ["C", "N", "C", "O", "C", "O", "O", "C", "C", "C", "Br", "H", "H", "H", "H", "H", "H", "H", "H", "H", "H", "H", "H", "C", "O", "N", "N", "H", "H", "H", "H", "C", "O", "N", "N", "H", "H", "H", "H", "C", "O", "N", "N", "H", "H", "H", "H", "C", "O", "N", "N", "H", "H", "H", "H", "C", "O", "N", "N", "H", "H", "H", "H"],
  "xyz": [[-2.75984, 1.10579, -0.92794], [-1.45247, 0.80080, -1.54288], [-0.40246, 1.65539, -1.04907], [0.48651, 0.87288, -0.20880], [1.70565, 0.77044, -0.62846], [2.07858, 0.80751, -1.73741], [2.56690, 0.57879, 0.41354], [2.80212, -0.82249, 0.58884], [4.22849, -1.18513, 0.21047], [4.33086, -2.25752, -0.83683], [5.18170, -1.86124, 1.81076], [-3.46817, 0.33865, -1.18697], [-2.64594, 1.16929, 0.13844], [-3.11671, 2.07085, -1.26808], [-1.51871, 0.89642, -2.54482], [0.12044, 2.17547, -1.83338], [-0.82704, 2.40652, -0.41087], [2.12766, -1.41823, -0.00927], [2.62559, -1.10995, 1.61165], [4.77979, -0.32341, -0.10181], [3.79623, -1.99722, -1.74131], [3.95983, -3.20367, -0.47452], [5.37414, -2.38500, -1.07320], [-6.08270, 3.42487, -1.29000], [-4.87036, 3.42495, -1.43067], [-6.85826, 4.48550, -1.68174], [-6.76424, 2.38400, -0.73779], [-7.85446, 4.51126, -1.58002], [-6.38746, 5.26938, -2.09297], [-6.23170, 1.58890, -0.43937], [-7.75786, 2.36433, -0.61198], [-1.14756, 4.72183, 1.55378], [-1.11510, 4.50636, 0.35808], [-0.06930, 5.19967, 2.24700], [-2.27193, 4.49977, 2.30038], [-0.07732, 5.38119, 3.23210], [0.77033, 5.36960, 1.72569], [-3.07854, 4.15109, 1.81467], [-2.32720, 4.66637, 3.28659], [5.02759, -6.20966, -1.20852], [5.38480, -5.38128, -2.02088], [3.94198, -7.02386, -1.40780], [5.68391, -6.38564, -0.02331], [3.63269, -7.70944, -0.74626], [3.43986, -6.91336, -2.26842], [6.47614, -5.78988, 0.15130], [5.41256, -7.05631, 0.66944], [8.50510, -2.44587, -0.19353], [7.90551, -3.43518, 0.18186], [8.58883, -1.30765, 0.56049], [9.14246, -2.39238, -1.40390], [9.07831, -0.48224, 0.27303], [8.12356, -1.31649, 1.44994], [9.09332, -3.21070, -1.98206], [9.63987, -1.58859, -1.73549], [-9.29238, 0.53583, 1.58650], [-8.52709, 0.73327, 0.65679], [-10.26105, -0.42347, 1.54283], [-9.23661, 1.25948, 2.74274], [-10.89896, -0.60393, 2.29416], [-10.32469, -0.97237, 0.70558], [-8.53213, 1.97098, 2.80440], [-9.85307, 1.11474, 3.51930]],
  "homo_lumo_gap_ev": 8.7732,
  "e_homo_ev": -8.4,
  "smiles": "CNCOC(=O)OC[C@H](C)Br.NC(N)=O.NC(N)=O.NC(N)=O.NC(N)=O.NC(N)=O",
  "lumo_ev": 0.3287,
  "fmax_ev_per_a": 3.0,
  "spin_multiplicity": 1
}



(6)
{
  "formula": "C18H20F3N5O",
  "method": "ωB97M-V/def2-TZVPD",
  "symbols": ["F", "F", "F", "N", "N", "O", "C", "C", "C", "C", "C", "C", "C", "C", "C", "C", "N", "N", "N", "C", "C", "C", "C", "C", "C", "C", "C", "H", "H", "H", "H", "H", "H", "H", "H", "H", "H", "H", "H", "H", "H", "H", "H", "H", "H", "H", "H"],
  "xyz": [[-0.24172, 0.30083, -6.43937], [1.00528, -1.46833, -6.88011], [1.75322, 0.69668, -7.27930], [2.25153, 1.14092, -4.71590], [1.26966, -0.93832, -4.17724], [3.40640, 2.43937, -3.20801], [1.56436, 0.02836, -5.05391], [2.74399, 1.24687, -3.47120], [1.76919, -0.79648, -2.91910], [2.59402, 0.25508, -2.58228], [-0.34407, -2.41643, -0.57758], [1.13374, -0.65737, 0.22490], [-1.03436, -2.33014, 0.56406], [0.74454, -1.53517, -0.88408], [0.35266, -0.52193, 1.36334], [-0.72680, -1.36571, 1.58274], [1.45067, -1.77883, -2.10712], [-3.95346, -0.62932, 3.70698], [-0.97312, -0.22265, 3.89019], [3.02321, 3.76180, -3.70289], [1.01375, -0.13176, -6.41074], [0.67845, 0.55331, 2.38437], [-0.41272, 1.04063, 3.29822], [-3.34171, 0.28256, 4.68300], [-1.87470, -0.00042, 5.08552], [-3.02840, -0.85844, 2.55282], [-1.50174, -1.19970, 2.85066], [3.08837, 0.39833, -1.66412], [-0.66624, -3.05735, -1.37286], [2.02647, -0.07484, 0.14442], [-1.97085, -2.85765, 0.76743], [1.01956, -2.53458, -2.67705], [-4.11121, -1.49687, 4.19891], [3.02836, 3.72574, -4.80101], [3.72306, 4.58162, -3.38727], [1.97700, 3.98236, -3.32419], [1.38748, -0.00309, 2.92725], [1.13450, 1.27281, 1.85930], [-0.07552, 1.70457, 4.09786], [-1.18104, 1.65408, 2.80056], [-3.88709, 0.31403, 5.69681], [-3.46682, 1.27833, 4.29016], [-1.63071, 0.84064, 5.73794], [-1.84612, -0.79515, 5.81048], [-2.88705, -0.04392, 1.89085], [-3.48268, -1.54546, 1.90457], [-1.50135, -2.23903, 3.32202]],
  "homo_lumo_gap_ev": 8.3675,
  "e_homo_ev": -7.9,
  "smiles": "COc1cc(Nc2ccc3c(c2)CCN2CCNC[C@@H]32)nc(C(F)(F)F)n1",
  "lumo_ev": 0.4335,
  "e_above_lowest_kcal_mol": 58.7,
  "fmax_ev_per_a": 4.9,
  "spin_multiplicity": 1
}



(7)
{
  "formula": "C6H13NO",
  "method": "ωB97M-V/def2-TZVPD",
  "symbols": ["C", "C", "C", "C", "C", "C", "N", "H", "H", "H", "H", "H", "H", "H", "H", "H", "H", "H", "H", "H", "O"],
  "xyz": [[-2.44673, 0.43159, -0.28487], [-1.35671, 1.49366, -0.02243], [-0.17940, 0.88087, 0.66168], [0.83938, 0.27320, -0.06223], [2.04915, -0.22035, 0.50992], [3.36665, -0.04425, 0.15771], [-2.84382, -0.21071, 0.99131], [-1.99357, -0.24438, -0.96853], [-3.38109, 0.76213, -0.76531], [-1.80325, 2.32642, 0.53699], [-1.00061, 1.92134, -0.94102], [-0.03204, 0.84651, 1.72239], [0.76196, 0.07380, -1.13643], [1.91888, -0.46690, 1.56451], [3.79228, 0.31704, -0.77898], [4.18746, -0.19631, 0.85449], [-2.90261, -1.20885, 0.85069], [-3.73998, 0.13541, 1.30055], [0.90409, -1.94250, -1.49617], [2.34527, -2.24106, -1.22834], [1.51469, -2.68665, -1.46592]],
  "homo_lumo_gap_ev": [3.6729, 6.8175],
  "e_homo_ev": [0.3, -3.1],
  "total_charge": -1,
  "lumo_ev": [3.9357, 3.7390],
  "e_above_lowest_kcal_mol": 38.0,
  "fmax_ev_per_a": 1.6,
  "spin_multiplicity": 2
}